1.
Molecular formula: C4H10N2O2
Method: DFT, ωB97M-V with the def2-TZVPD basis set

ORCA input file:
```
! RIJCOSX wB97M-V def2-TZVPD def2/J DEFGRID3
* xyz 0 1
C 0.1036 2.0395 1.5433
C -1.2413 1.3959 1.3957
N -2.2723 1.9313 2.1107
O -1.4556 0.4475 0.6613
H 0.6520 1.4405 2.2760
H 0.0228 3.0569 1.8994
H 0.6541 1.8687 0.6333
H -3.1701 1.5165 1.9490
H -2.2231 2.7515 2.6865
C 2.4091 -1.1756 -2.1171
C 1.1789 -1.6300 -1.3649
N 0.0122 -0.9854 -1.7107
O 1.1661 -2.5265 -0.5516
H 3.1461 -0.9292 -1.3522
H 2.2444 -0.2857 -2.7069
H 2.7727 -1.9779 -2.7524
H -0.7017 -1.1076 -1.0067
H 0.0333 -0.0914 -2.1802
*
```

Its HOMO-LUMO gap is 0.371 Ha. Its lowest unoccupied orbital energy is 0.02483 hartree. The highest occupied orbital energy comes out at -9.43 eV. For the energy above the lowest of the compared OMol25 structures with the same formula, charge and spin, the calculation gives 40.10 kJ/mol. For the energy, the calculation gives -11386.4872 eV. The calculation puts the max |F| at 1.13 eV/A.

---

2.
Molecular formula: C4H10N2O2
Method: DFT, ωB97M-V with the def2-TZVPD basis set

ORCA input file:
```
! RIJCOSX wB97M-V def2-TZVPD def2/J DEFGRID3
* xyz 0 1
N 0.8917 2.9002 1.3937
C 0.6970 1.6728 0.8296
O 1.5274 0.7966 0.7837
O -0.5440 1.5739 0.3503
H 1.7533 3.0888 1.8676
H 0.0900 3.4669 1.6012
H -0.5327 0.8012 -0.2830
C -1.3932 -2.7400 0.4694
C -0.4651 -2.3877 -0.4171
C -0.6869 -1.6461 -1.7005
N -0.0081 -0.3507 -1.5736
H -1.0457 -3.1956 1.3846
H -2.4417 -2.6122 0.2382
H 0.5725 -2.6183 -0.1918
H -0.2721 -2.2573 -2.5128
H -1.7338 -1.4711 -1.9478
H 0.3022 0.0729 -2.4401
H 0.7875 -0.3739 -0.9436
*
```

Its HOMO-LUMO gap is 0.389 Ha. Its lowest unoccupied orbital energy is 0.03585 hartree. The highest occupied orbital energy comes out at -9.62 eV. For the energy above the lowest of the compared OMol25 structures with the same formula, charge and spin, the calculation gives 112.10 kJ/mol. For the energy, the calculation gives -11385.7409 eV. The calculation puts the max |F| at 1.03 eV/A.

---

3.
Molecular formula: C4H10N2O2
Method: DFT, ωB97M-V with the def2-TZVPD basis set

ORCA input file:
```
! RIJCOSX wB97M-V def2-TZVPD def2/J DEFGRID3
* xyz 0 1
C -1.6534 1.1174 0.2294
N -0.2909 0.6488 0.1358
C 0.1646 0.3277 -1.2163
C 1.2187 -0.7763 -0.9870
N 1.3524 -0.9025 0.4622
O 2.3204 -0.0158 0.9599
C 0.0447 -0.5124 0.9489
O -0.8202 -1.6008 0.7678
H -1.7383 2.0424 -0.3375
H -2.3801 0.3930 -0.1636
H -1.8819 1.3249 1.2749
H -0.6551 -0.0388 -1.8451
H 0.5852 1.2268 -1.6750
H 2.1915 -0.5561 -1.4226
H 0.8640 -1.7397 -1.3517
H 2.0520 0.8981 0.7531
H 0.1120 -0.2224 2.0054
H -1.4852 -1.6142 1.4613
*
```

Its HOMO-LUMO gap is 0.362 Ha. Its lowest unoccupied orbital energy is 0.02663 hartree. The highest occupied orbital energy comes out at -9.13 eV. For the energy above the lowest of the compared OMol25 structures with the same formula, charge and spin, the calculation gives 342.79 kJ/mol. For the energy, the calculation gives -11383.3500 eV. The calculation puts the max |F| at 0.90 eV/A.

---

4.
Molecular formula: C4H10N2O2
Method: DFT, ωB97M-V with the def2-TZVPD basis set

ORCA input file:
```
! RIJCOSX wB97M-V def2-TZVPD def2/J DEFGRID3
* xyz 0 1
C -2.5728 -0.5424 0.5590
C -1.1823 -0.6386 -0.0349
C -0.0274 -0.9870 0.6753
N 1.0245 -0.4211 -0.1434
C 0.4161 0.1268 -1.2095
N -0.8968 -0.0071 -1.2710
H -3.2790 0.0731 0.0019
H -3.2024 -1.4522 0.5232
H -2.5169 -0.2517 1.5879
H 0.0513 -1.4471 1.5846
H 2.0569 -0.7330 -0.0513
H 1.0658 0.6037 -2.0544
O 3.7718 -0.5878 -0.1529
H 4.2439 0.3256 -0.0855
H 4.4093 -1.1209 0.2541
O -0.9230 2.6368 0.1283
H -1.7494 2.7557 -0.3690
H -0.6897 1.6671 0.0576
*
```

Its HOMO-LUMO gap is 0.318 Ha. Its lowest unoccupied orbital energy is 0.00558 hartree. The highest occupied orbital energy comes out at -8.51 eV. For the energy above the lowest of the compared OMol25 structures with the same formula, charge and spin, the calculation gives 228.91 kJ/mol. For the energy, the calculation gives -11384.5304 eV. The calculation puts the max |F| at 5.75 eV/A.